No. 1
This record from OMol25 describes 2 unconnected molecules or ions with the total composition C2H3ClN2O at a distorted geometry. The level of theory is ωB97M-V/def2-TZVPD.

The energy relative to the best compared isomer or geometry (same formula, charge and spin) is 3.8271 eV. For the total energy, the calculation gives -722.81299 Ha. Its structure (SMILES) is C#[N+][O-].[H]/N=C\Cl. Its LUMO energy is 0.560 eV. Its HOMO energy is -10.211 eV.

Element x y z (Å)
1 C -1.13758 0.81127 0.53246
2 N -2.21358 0.52703 0.21071
3 O -3.13196 0.15966 -0.39503
4 H -0.58645 0.92704 1.40797
5 H 2.63455 0.05132 0.44345
6 N 1.95739 0.38196 -0.23090
7 C 1.14456 -0.47660 -0.60040
8 Cl 0.74154 -1.97730 0.16440
9 H 0.59154 -0.40438 -1.53266

Atomic forces in eV per Å
C 0.28 0.54 0.77
N 1.45 -0.12 -0.45
O -2.80 -0.63 -1.00
H 0.86 0.32 0.78
H -0.30 0.11 0.84
N 0.90 0.06 -0.69
C -0.28 -0.07 -0.86
Cl 0.21 -0.62 0.38
H -0.31 0.42 0.23

No. 2
This record from OMol25 describes a molecular structure, C46H38N7O2P2ReSSe2. The level of theory is ωB97M-V/def2-TZVPD.

Its net charge is +1. The energy relative to the best compared isomer or geometry (same formula, charge and spin) is 0.0000 eV. For the total energy, the calculation gives -8271.44602 Ha. Its LUMO energy (alpha / beta) is -4.504 / -3.898 eV. The spin multiplicity is 2. Its HOMO energy (alpha / beta) is -9.843 / -9.843 eV.

Element x y z (Å)
1 Re -0.27711 0.18803 0.07348
2 O 1.08141 1.34925 -3.61037
3 C 0.92362 1.12013 -2.44427
4 N -0.27577 1.15327 -1.71072
5 C -1.18910 2.17064 -1.93918
6 C -1.31561 2.96305 -3.09338
7 C -2.28751 3.93074 -3.11948
8 C -3.14192 4.13950 -2.01638
9 C -3.03160 3.37872 -0.88320
10 C -2.03271 2.38464 -0.83584
11 N -1.75375 1.54399 0.22089
12 C -2.74153 1.31940 1.21455
13 O -3.42315 2.13310 1.75904
14 C -2.94603 -0.16242 1.36319
15 C -3.97427 -0.68112 2.10601
16 C -4.21917 -2.04568 2.01842
17 C -3.43956 -2.81030 1.16845
18 C -2.39374 -2.21379 0.48044
19 N -2.13191 -0.90774 0.59379
20 C 2.09471 0.89555 -1.51810
21 C 3.39478 0.91765 -1.95223
22 C 4.40631 0.84382 -0.99907
23 C 4.06832 0.77247 0.34003
24 C 2.72869 0.73153 0.69361
25 N 1.76839 0.77678 -0.22535
26 H -0.67825 2.79026 -3.94599
27 H -2.40356 4.53824 -4.00853
28 H -3.89091 4.91937 -2.06015
29 H -3.66047 3.55567 -0.02482
30 H -4.57093 -0.01182 2.71247
31 H -5.02175 -2.49591 2.58874
32 H -3.62199 -3.86843 1.03469
33 H -1.74622 -2.78230 -0.16793
34 H 3.58868 1.01448 -3.01206
35 H 5.44506 0.86151 -1.30219
36 H 4.82151 0.72960 1.11431
37 H 2.40867 0.66249 1.72432
38 Se -1.30410 -0.89525 7.26984
39 P -0.23334 -1.92825 5.79877
40 C 1.47532 -2.23100 6.31832
41 C 2.21971 -1.10189 6.67104
42 C 3.51620 -1.24375 7.13745
43 C 4.07644 -2.51135 7.27035
44 C 3.33699 -3.63427 6.93643
45 C 2.03626 -3.49504 6.46203
46 C -1.00885 -3.51506 5.41895
47 C -1.69704 -3.72672 4.22944
48 C -2.42585 -4.89528 4.04652
49 C -2.47112 -5.85503 5.04700
50 C -1.79719 -5.64044 6.24363
51 C -1.08093 -4.46988 6.43596
52 C -0.09286 -1.03333 4.18092
53 C 0.32459 -1.27201 2.86337
54 N -0.04608 -0.17526 2.15141
55 N -0.61992 0.69863 2.97917
56 N -0.65321 0.20486 4.18189
57 P 1.21941 -2.51419 1.91582
58 Se 0.88601 -2.19895 -0.20842
59 C 0.77195 -4.18413 2.37690
60 C -0.10740 -4.92640 1.59123
61 C -0.43677 -6.22053 1.96627
62 C 0.11073 -6.76954 3.11783
63 C 1.00193 -6.03493 3.88931
64 C 1.34112 -4.74515 3.51615
65 C 2.98170 -2.34630 2.26791
66 C 3.91078 -2.81901 1.33947
67 C 5.26628 -2.74651 1.62285
68 C 5.70014 -2.19129 2.82156
69 C 4.77776 -1.71235 3.74187
70 C 3.41772 -1.79104 3.46808
71 H 1.76598 -0.11906 6.60282
72 H 4.08437 -0.36617 7.42160
73 H 5.08505 -2.62163 7.64923
74 H 3.76513 -4.62205 7.05607
75 H 1.46213 -4.37607 6.20937
76 H -1.67542 -2.97739 3.44704
77 H -2.96184 -5.05815 3.11785
78 H -3.04216 -6.76404 4.90229
79 H -1.85248 -6.37421 7.03842
80 H -0.60655 -4.27861 7.39082
81 H -0.51676 -4.49976 0.68507
82 H -1.11497 -6.80301 1.35554
83 H -0.14804 -7.77987 3.40967
84 H 1.44019 -6.47317 4.77766
85 H 2.05715 -4.18532 4.10279
86 H 3.57794 -3.24432 0.40119
87 H 5.98535 -3.12177 0.90505
88 H 6.76017 -2.13272 3.03800
89 H 5.10695 -1.28215 4.67900
90 H 2.70850 -1.40515 4.18811
91 C 1.47551 3.56452 2.60573
92 S 0.63163 3.62677 1.01567
93 C 1.91160 4.43386 0.04106
94 H 2.44483 3.06802 2.51480
95 H 0.83690 2.99877 3.28219
96 H 1.62081 4.56794 3.00367
97 H 2.18898 5.39089 0.48161
98 H 1.50040 4.61224 -0.95210
99 H 2.79966 3.80186 -0.04577

Atomic forces in eV per Å
Re -0.76 -0.18 -0.44
O -0.09 -0.08 -0.16
C 0.02 0.10 0.23
N 0.45 -0.27 0.38
C -0.08 0.17 -0.05
C 0.08 -0.09 0.09
C -0.18 0.12 0.11
C 0.11 0.04 -0.26
C 0.15 -0.22 0.09
C -0.20 0.16 -0.13
N 0.25 -0.32 0.07
C 0.29 -0.05 -0.17
O -0.06 0.14 0.05
C 0.15 0.21 -0.20
C -0.16 -0.12 0.12
C -0.06 -0.01 0.06
C 0.02 -0.02 -0.05
C -0.09 0.14 0.09
N 0.09 -0.26 0.08
C -0.22 0.04 -0.04
C 0.20 0.05 -0.06
C 0.05 0.01 -0.07
C -0.01 -0.03 0.05
C 0.02 0.09 0.00
N -0.10 -0.13 0.26
H 0.00 0.00 0.01
H -0.01 -0.01 0.05
H 0.02 -0.01 -0.02
H -0.01 0.00 -0.01
H 0.03 -0.03 -0.03
H 0.02 0.00 -0.02
H -0.01 0.04 -0.01
H 0.01 0.02 -0.01
H 0.02 0.00 0.03
H -0.02 0.00 0.00
H 0.01 0.00 -0.01
H 0.00 -0.04 0.01
Se 0.11 0.00 -0.22
P -0.12 0.23 -0.05
C 0.11 -0.02 0.03
C 0.05 -0.06 0.04
C -0.02 0.01 0.01
C 0.00 0.03 0.00
C -0.04 0.02 -0.02
C 0.08 0.04 0.02
C -0.09 -0.06 -0.01
C -0.09 -0.12 0.06
C -0.06 0.07 0.09
C -0.02 0.06 0.04
C -0.02 0.03 0.00
C -0.06 0.00 -0.04
C -0.18 0.10 0.15
C 0.03 -0.20 -0.09
N 0.19 0.43 0.23
N 0.08 -0.26 0.09
N 0.08 -0.16 -0.10
P 0.15 0.04 0.23
Se -0.25 0.50 -0.26
C -0.01 -0.15 -0.16
C 0.01 -0.11 0.06
C 0.11 0.06 -0.08
C 0.06 0.00 -0.03
C -0.03 -0.03 -0.03
C 0.05 -0.09 -0.10
C 0.06 0.11 0.07
C 0.02 -0.08 0.08
C -0.06 0.01 -0.04
C -0.03 0.02 0.04
C 0.01 -0.02 -0.04
C 0.03 0.11 -0.06
H 0.00 -0.01 0.01
H -0.01 -0.02 -0.01
H -0.02 0.01 0.00
H -0.02 0.03 -0.01
H 0.01 0.01 0.07
H -0.03 -0.03 0.04
H 0.03 0.01 0.07
H 0.01 0.02 0.01
H 0.01 0.02 -0.03
H -0.01 0.01 0.00
H 0.02 -0.03 0.01
H 0.01 0.01 0.01
H 0.01 0.03 -0.01
H -0.02 0.01 -0.02
H 0.00 0.00 -0.06
H -0.01 0.01 -0.02
H -0.03 0.02 0.02
H -0.04 -0.01 -0.01
H -0.01 -0.01 -0.04
H 0.00 -0.01 -0.01
C -0.02 0.00 -0.02
S -0.01 0.04 0.06
C 0.01 -0.03 -0.02
H -0.03 0.00 0.01
H 0.01 0.00 0.01
H 0.01 -0.01 0.00
H 0.00 -0.01 -0.02
H 0.02 0.00 0.00
H -0.02 0.02 0.00

No. 3
This record from OMol25 describes C4H13PSi in the gas phase at a distorted geometry. The level of theory is ωB97M-V/def2-TZVPD.

The energy relative to the best compared isomer or geometry (same formula, charge and spin) is 0.7820 eV. For the total energy, the calculation gives -790.99219 Ha. Its structure (SMILES) is C[Si](C)(C)CP. Its LUMO energy is 0.829 eV. Its HOMO energy is -8.731 eV.

Element x y z (Å)
1 C 1.65143 1.44121 -0.50666
2 Si 0.64515 -0.14899 -0.09106
3 C 1.25401 -1.00765 1.50978
4 C 0.27420 -1.09657 -1.60328
5 C -1.41767 0.82223 0.36686
6 P -2.87668 -0.17377 -0.32766
7 H 1.50185 2.11512 0.33794
8 H 2.76247 1.35595 -0.57771
9 H 1.31803 1.95996 -1.41920
10 H 1.29140 -0.45654 2.50858
11 H 0.62709 -1.81390 1.65464
12 H 2.32380 -1.21604 1.37169
13 H 1.13923 -1.48636 -2.05728
14 H -0.51142 -1.86626 -1.41231
15 H -0.30438 -0.49503 -2.26366
16 H -1.62307 0.72235 1.42546
17 H -1.28108 1.82433 -0.02337
18 H -2.72466 -1.02461 0.77907
19 H -4.04971 0.54456 0.32817

Atomic forces in eV per Å
C 0.56 -0.39 0.19
Si -2.33 3.17 1.59
C 1.54 2.84 0.14
C -1.64 -1.20 1.04
C 1.59 -2.11 -0.85
P -0.21 1.25 0.72
H -0.16 0.15 0.01
H -0.74 -0.33 -0.05
H -0.08 -0.31 0.30
H -0.55 -0.08 -1.57
H -0.86 -2.24 0.34
H -0.31 -0.74 -0.16
H 0.92 -0.72 -0.83
H 0.96 -0.06 0.13
H 0.04 1.06 -0.74
H 0.57 0.77 0.27
H -0.26 0.16 0.16
H -0.37 -0.54 -0.04
H 1.34 -0.67 -0.67